Entry 1:
This record from the Open Molecules 2025 dataset describes an isolated molecule of C22H29NO3. The level of theory is the ωB97M-V functional and the def2-TZVPD basis.

XYZ file:
```
55
Properties=species:S:1:pos:R:3:forces:R:3:nbo_charge:R:1
C 3.70327 0.38201 1.93452 0.009 0.053 -0.351 -0.64
H 2.66072 0.10380 2.07363 -0.114 -0.048 0.088 0.21
H 4.31912 -0.48951 2.14355 0.038 -0.111 0.088 0.20
C 3.96379 0.92016 0.52197 0.141 0.159 0.157 -0.23
N 3.54763 0.06774 -0.58316 -0.040 -0.144 -0.185 -0.45
C 4.13981 -1.26210 -0.57756 0.116 0.009 -0.065 -0.21
H 3.81792 -1.85829 0.29264 -0.016 -0.035 -0.059 0.16
C 5.66217 -1.22045 -0.63663 -0.305 -0.064 0.057 -0.62
H 6.09109 -0.88979 0.30501 0.110 0.040 0.093 0.20
H 6.04320 -2.21601 -0.85168 0.087 -0.074 0.015 0.21
H 5.98213 -0.54478 -1.42529 0.072 0.076 -0.087 0.21
H 3.77678 -1.77160 -1.47588 -0.027 -0.025 0.108 0.19
C 2.11128 0.01667 -0.76426 0.032 0.367 -0.151 -0.24
H 1.57272 -0.26327 0.15793 0.023 -0.023 -0.092 0.17
H 1.89846 -0.75454 -1.50879 -0.018 -0.044 0.060 0.20
C 1.53401 1.33926 -1.29269 -0.451 -0.538 -0.436 0.07
O 1.34127 2.31265 -0.29226 -0.087 0.299 0.404 -0.72
H 0.90556 1.90445 0.46690 -0.018 0.043 -0.029 0.47
C 0.21038 1.07621 -2.04593 0.719 0.388 -0.044 -0.08
O -0.67813 0.28219 -1.27972 -0.331 -0.044 0.258 -0.55
C -1.31465 0.88952 -0.22681 -0.120 0.000 0.394 0.42
C -2.03070 2.07127 -0.38886 0.021 -0.109 -0.195 -0.28
C -2.66093 2.67041 0.68370 0.088 -0.030 -0.001 -0.17
C -2.56401 2.11612 1.94938 -0.014 0.009 0.111 -0.24
C -1.86022 0.94249 2.12139 0.090 0.044 -0.056 -0.15
C -1.25649 0.29565 1.04410 0.170 0.587 -0.037 -0.25
C -0.55268 -0.98120 1.33972 0.212 -0.320 -0.289 0.59
O 0.13442 -1.09376 2.33330 -0.126 0.002 0.030 -0.54
C -0.79365 -2.13533 0.39785 0.119 -0.329 0.173 -0.51
H -0.12159 -2.94901 0.67912 0.026 0.112 -0.005 0.23
H -0.58402 -1.81883 -0.62276 0.033 -0.058 0.029 0.25
C -2.25287 -2.62445 0.48697 0.124 0.046 -0.058 -0.43
C -3.22372 -1.62734 -0.07780 -0.245 -0.168 -0.050 0.07
C -4.08846 -0.92099 0.74707 -0.101 -0.086 -0.087 -0.23
C -4.94851 0.02718 0.22254 -0.076 0.031 0.052 -0.21
C -4.95786 0.27797 -1.13797 -0.074 0.043 -0.060 -0.22
C -4.11303 -0.43457 -1.97200 -0.024 0.015 -0.111 -0.20
C -3.25489 -1.38141 -1.44537 -0.069 -0.070 0.070 -0.25
H -2.59745 -1.93354 -2.10130 0.103 -0.056 -0.077 0.21
H -4.12290 -0.25087 -3.03665 -0.003 0.013 -0.092 0.21
H -5.62524 1.02171 -1.54782 -0.059 0.062 -0.038 0.21
H -5.61051 0.57292 0.87874 -0.051 0.056 0.060 0.21
H -4.08580 -1.11110 1.81116 0.030 -0.017 0.106 0.21
H -2.49716 -2.83831 1.52968 -0.031 -0.080 -0.028 0.21
H -2.32358 -3.55871 -0.07583 -0.010 -0.001 0.092 0.22
H -1.77115 0.48975 3.09795 0.017 -0.045 0.079 0.23
H -3.03682 2.59449 2.79296 -0.055 0.041 0.084 0.22
H -3.22451 3.57800 0.52950 -0.043 0.093 -0.027 0.22
H -2.10420 2.51610 -1.36927 0.014 0.029 -0.091 0.22
H 0.40322 0.50103 -2.95343 -0.011 0.054 0.024 0.19
H -0.23667 2.03750 -2.31673 0.001 -0.099 -0.007 0.18
H 2.24449 1.78520 -1.99643 -0.040 -0.135 -0.004 0.20
H 3.44914 1.87362 0.39841 0.161 -0.044 0.032 0.22
H 5.03265 1.11074 0.40231 -0.025 0.078 0.034 0.19
H 3.94720 1.15295 2.66091 0.028 0.049 0.116 0.22
```
Forces are in eV/Å.

Kohn-Sham gap, eV: 8.7
DFT total energy, Ha: -1136.169841
Highest occupied orbital energy, eV: -8.217
SMILES string: CCN(CC)C[C@H](O)COc1ccccc1C(=O)CCc1ccccc1
Net charge: 0



Entry 2:
This record from the Open Molecules 2025 dataset describes a structure of composition C21H30BaN3O5 at a distorted geometry. The level of theory is the ωB97M-V functional and the def2-TZVPD basis.

XYZ file:
```
60
Properties=species:S:1:pos:R:3:forces:R:3:nbo_charge:R:1
Ba -7.96194 -1.80898 -10.07502 0.146 0.351 0.095 0.84
C -8.31607 3.79522 -4.11047 -1.914 2.678 -0.515 -0.62
C -7.64103 2.69260 -4.79542 0.799 -1.963 -0.703 0.10
C -7.64696 1.54547 -3.73143 -0.210 -0.316 -0.566 -0.63
O -8.08011 2.35744 -6.06074 -0.130 0.181 1.209 -0.89
H -9.39362 3.63141 -4.09750 -0.256 -0.142 0.547 0.18
H -8.22017 4.68950 -4.72623 -0.003 0.218 -0.366 0.19
H -7.90961 4.14751 -3.16243 -0.011 -0.652 0.399 0.18
H -6.63798 3.11862 -4.81839 1.246 -0.449 -0.223 0.08
H -7.38269 0.56684 -4.13211 0.613 0.083 -0.162 0.19
H -8.65337 1.36319 -3.35459 -0.355 0.339 0.064 0.18
H -7.02694 1.83537 -2.88312 0.193 -0.212 0.106 0.18
C -3.70841 1.40783 -15.38625 -1.208 -0.937 -1.137 -0.27
C -3.01584 2.36825 -16.10366 2.760 2.878 1.229 0.37
C -2.80284 2.21084 -17.64520 4.967 4.974 -1.065 0.31
O -1.92924 3.04049 -18.26874 -3.408 -2.535 2.762 -0.62
C -3.26335 1.16831 -18.36634 -2.620 -2.684 1.436 -0.31
C -4.06535 0.13466 -17.62868 0.607 -0.824 -1.027 0.41
C -4.35265 0.33947 -16.08562 -0.194 -0.245 0.492 0.38
O -5.07674 -0.44499 -15.46733 0.093 -0.091 -0.707 -0.57
O -4.40566 -0.94721 -18.12595 0.182 1.451 0.495 -0.56
O -2.42941 3.28638 -15.41772 -1.340 -1.712 -2.437 -0.56
H -3.88990 1.54492 -14.33048 0.152 -0.090 0.035 0.22
H -3.01594 1.09707 -19.41521 -0.074 -0.251 0.053 0.23
C -7.19565 -7.30031 0.24617 0.342 -0.424 -1.381 -0.60
C -6.76856 -7.38987 -1.27239 0.441 0.392 1.271 -0.38
C -7.73576 -6.71820 -2.24731 -1.209 -0.638 0.352 -0.53
C -7.22246 -6.23322 -3.51985 2.304 1.722 -4.290 0.30
N -6.77263 -5.81976 -4.54700 -2.000 -1.825 4.392 -0.33
H -7.99008 -8.01576 0.45856 -0.228 0.181 -0.052 0.20
H -7.50409 -6.29505 0.53325 0.143 -0.076 0.081 0.21
H -6.33516 -7.65062 0.81621 -0.040 0.323 0.219 0.22
H -6.61014 -8.45235 -1.45712 -0.196 0.048 -0.493 0.21
H -5.78380 -6.93497 -1.37933 0.001 0.127 0.063 0.21
H -8.31593 -5.92412 -1.77726 0.448 0.423 0.159 0.25
H -8.54343 -7.42041 -2.45395 -0.015 -0.246 -0.347 0.25
C -12.35284 1.75477 -17.98248 -0.076 0.291 0.670 -0.62
C -13.21689 2.81207 -17.24374 0.308 -0.424 -0.322 -0.38
C -13.89420 2.18623 -15.99728 0.230 -0.683 -0.360 -0.51
C -12.90761 1.42576 -15.21109 -0.176 0.809 -0.087 0.29
N -12.07979 0.86113 -14.65881 0.211 -0.340 0.328 -0.34
H -11.49480 1.52062 -17.35236 0.044 -0.163 -0.136 0.23
H -11.97185 2.05905 -18.95734 -0.190 0.268 0.096 0.22
H -12.92914 0.83914 -18.11520 -0.011 -0.067 -0.066 0.20
H -13.94947 3.20043 -17.95127 -0.295 0.025 0.293 0.21
H -12.60425 3.65487 -16.92365 0.070 -0.013 -0.039 0.21
H -14.59427 1.40736 -16.29956 -0.316 0.140 -0.264 0.24
H -14.44484 2.87560 -15.35723 0.214 0.135 -0.081 0.25
C 1.19941 3.98144 -6.46088 -0.097 0.969 -1.338 -0.61
C 0.06761 3.03405 -6.33584 -0.630 -1.575 -0.089 -0.38
C -0.76806 2.91755 -7.65992 0.774 -0.675 0.127 -0.52
C -1.35676 1.60466 -7.95392 -1.785 -3.114 0.258 0.30
N -1.79999 0.53500 -8.17361 1.361 3.169 0.553 -0.35
H 1.75757 3.71334 -7.35792 0.675 -0.551 0.324 0.20
H 1.79778 3.95487 -5.55019 0.110 0.587 -0.301 0.22
H 0.84137 4.94057 -6.83498 0.062 0.669 1.010 0.20
H -0.53323 3.17776 -5.43782 -0.350 0.404 -0.265 0.21
H 0.59407 2.10809 -6.10448 -0.516 -0.640 -0.374 0.21
H -0.06993 2.94003 -8.49670 0.308 0.761 -0.066 0.24
H -1.50664 3.70656 -7.80162 0.049 -0.040 0.142 0.26
```
Forces are in eV/Å.

Kohn-Sham gap, eV: 1.6
DFT total energy, Ha: -1383.775026
Highest occupied orbital energy, eV: -3.377
Net charge: -1



Entry 3:
This record from the Open Molecules 2025 dataset describes a structure of composition Cd2H26O17P at a distorted geometry. The level of theory is the ωB97M-V functional and the def2-TZVPD basis.

XYZ file:
```
46
Properties=species:S:1:pos:R:3:forces:R:3:nbo_charge:R:1
Cd 1.53287 -2.56770 -4.13875 -0.058 0.070 0.238 0.60
Cd -1.27675 0.57891 3.79975 -0.075 -0.149 -0.598 1.02
P 0.50104 -0.50872 -0.24417 -1.409 -0.290 2.028 2.37
O -0.09835 -0.35982 -1.67146 1.246 -0.526 0.971 -0.64
O -0.35739 -1.38096 0.73981 0.650 0.176 -1.115 -0.86
O 0.59420 0.76086 0.58193 0.849 -0.064 -0.958 -0.88
O 1.84121 -1.17939 -0.68759 -1.527 0.929 -0.417 -0.62
O 4.82589 3.43143 1.34500 -0.032 0.123 0.199 -0.93
H 5.44078 2.89297 0.84681 0.268 -0.101 -0.150 0.47
H 3.96635 3.05958 1.14713 -0.231 -0.044 -0.069 0.46
O -4.74196 -3.29221 -0.48424 -0.165 -0.023 0.146 -0.93
H -4.46545 -3.53967 -1.36658 0.008 -0.097 -0.248 0.47
H -3.99867 -2.80606 -0.12730 0.180 0.120 0.107 0.46
O 6.85111 0.29504 -1.42101 -0.021 0.215 0.117 -0.93
H 7.29388 -0.30686 -2.01926 0.209 -0.121 -0.145 0.47
H 5.97839 -0.08064 -1.30497 -0.213 -0.087 0.044 0.46
O -0.21270 5.84112 -0.62706 0.138 0.060 -0.102 -0.93
H -0.08526 4.99256 -0.20288 0.093 -0.219 0.079 0.46
H -1.10110 6.10054 -0.38275 -0.232 0.144 0.012 0.47
O -4.53474 1.14052 -3.19721 -0.133 -0.035 0.245 -0.94
H -3.63854 0.89397 -2.96859 0.210 -0.082 0.050 0.46
H -4.47191 1.46897 -4.09410 -0.044 0.145 -0.284 0.48
O 2.91384 0.53808 -6.36064 -0.201 -0.277 0.199 -0.95
H 3.46950 0.42620 -7.13197 0.148 -0.062 -0.234 0.48
H 2.99733 1.46507 -6.13713 0.021 0.258 0.099 0.48
O -4.42612 2.27747 1.69885 0.358 -0.146 0.266 -0.96
H -4.49514 2.33885 0.74612 -0.024 -0.044 -0.320 0.48
H -5.16177 2.79481 2.02659 -0.216 0.118 0.117 0.48
O -0.18225 -5.77975 -2.25344 0.067 0.349 -0.222 -0.95
H -0.21582 -6.71512 -2.45391 -0.031 -0.263 -0.100 0.48
H -0.04850 -5.74194 -1.30639 0.012 0.008 0.291 0.48
O 0.01931 -5.88836 3.28981 0.000 -0.112 -0.175 -0.93
H -0.09622 -4.96821 3.05273 -0.019 0.215 -0.112 0.46
H 0.00127 -5.89371 4.24682 0.023 -0.104 0.254 0.47
O -3.54506 -1.27860 6.39907 0.298 0.205 -0.354 -0.96
H -4.34067 -0.86051 6.72836 -0.259 0.131 0.058 0.48
H -3.34334 -1.95412 7.04653 0.090 -0.226 0.158 0.48
O -1.29629 3.98424 5.73231 -0.047 -0.488 -0.195 -0.96
H -1.57032 4.88113 5.54067 -0.141 0.249 -0.099 0.48
H -0.51131 4.08309 6.27108 0.218 0.047 0.200 0.48
O -1.78467 3.32045 -6.18418 -0.229 0.012 0.082 -0.93
H -1.24524 2.94784 -5.48675 0.141 -0.027 0.203 0.46
H -1.29208 3.14814 -6.98661 0.081 -0.001 -0.267 0.47
O 4.88811 -3.20403 2.79111 -0.019 -0.182 0.070 -0.93
H 4.91974 -2.37306 3.26517 0.092 0.196 0.166 0.47
H 4.50265 -2.98224 1.94349 -0.073 -0.003 -0.236 0.46
```
Forces are in eV/Å.

Kohn-Sham gap, eV: 1.9
DFT total energy, Ha: -1970.880555
Highest occupied orbital energy, eV: -11.059
Net charge: +1



Entry 4:
This record from the Open Molecules 2025 dataset describes a structure of composition C4H7NO at a distorted geometry. The level of theory is the ωB97M-V functional and the def2-TZVPD basis.

XYZ file:
```
13
Properties=species:S:1:pos:R:3:forces:R:3:nbo_charge:R:1
C 1.84669 0.05287 -0.11492 -0.073 -0.108 0.003 -0.63
C 0.48033 0.20250 0.52782 0.173 0.213 0.044 0.10
C -0.66048 0.74761 -0.36125 -0.302 0.118 -0.145 -0.53
C -1.30780 -0.56241 -0.05685 -1.126 -0.093 -0.210 0.59
N -2.53283 -0.82937 -0.19306 0.707 0.075 -0.004 -0.71
O -0.23874 -1.08892 0.63484 -0.171 0.070 0.012 -0.50
H 2.50014 -0.55972 0.51177 -0.099 0.027 -0.040 0.22
H 2.34161 1.02377 -0.25745 -0.288 -0.153 0.094 0.22
H 1.75610 -0.43313 -1.09009 -0.010 0.048 0.066 0.22
H 0.56840 0.63302 1.53167 -0.176 -0.019 -0.204 0.19
H -1.42908 1.45445 -0.02164 0.962 0.477 0.174 0.25
H -0.37022 0.97546 -1.39018 -0.085 -0.213 0.142 0.23
H -2.95413 -1.61612 0.27934 0.487 -0.441 0.068 0.36
```
Forces are in eV/Å.

Kohn-Sham gap, eV: 11.0
DFT total energy, Ha: -286.570188
Highest occupied orbital energy, eV: -9.988
Net charge: 0